1.
A gas-phase ion, C10H9N2O5S (charge -1) in a non-equilibrium geometry. Source: the Open Molecules 2025 dataset; level of theory: ωB97M-V/def2-TZVPD.

```
27
Properties=species:S:1:pos:R:3:lowdin_charge:R:1
C 1.449 1.821 0.538 -0.042
O -3.875 -0.810 1.009 0.032
H -2.990 -2.268 -3.643 0.078
H -1.410 -1.243 1.070 0.105
C -3.402 -1.844 -2.724 -0.131
C -0.775 0.795 0.538 -0.184
H -4.451 -1.586 -2.864 0.072
H -1.159 1.709 0.101 0.106
O -2.877 0.496 -3.027 -0.020
O -3.329 1.302 0.643 0.054
H 3.453 2.629 0.449 0.110
H 0.958 2.721 0.182 0.106
H -3.299 -2.565 -1.912 0.056
S -1.272 -0.890 -1.466 0.867
C 2.645 -0.561 1.388 -0.011
O 5.549 1.485 0.965 -0.003
C -2.636 -0.574 -2.494 -0.867
O 5.350 -0.604 1.616 -0.009
C -1.668 -0.308 0.558 -0.315
C 0.613 0.697 0.814 -0.241
H 0.673 -1.370 1.484 0.096
C 2.819 1.766 0.655 -0.011
H 3.140 -1.466 1.732 0.110
N 4.849 0.483 1.237 -0.356
N -3.061 0.105 0.783 -0.372
C 1.272 -0.491 1.271 -0.036
C 3.434 0.571 1.098 -0.194
```

Output
Lowest unoccupied orbital energy   1.65 eV
2S+1   1
SMILES   CC(=O)S[C@@H](C=C1C=CC(=[N+]([O-])[O-])C=C1)[N+](=O)[O-]
Highest occupied orbital energy   -0.1267 Ha
Total charge   -1
Kohn-Sham gap   5.10 eV
ΔE to the lowest compared entry with this formula, charge and spin   97.99 kJ/mol

2.
C10H9NO in the gas phase in a non-equilibrium geometry. Source: the Open Molecules 2025 dataset; level of theory: ωB97M-V/def2-TZVPD.

```
21
Properties=species:S:1:pos:R:3:lowdin_charge:R:1
C -2.047 0.707 0.386 -0.090
H 3.514 -1.553 -0.760 0.138
C -0.954 -1.387 0.712 -0.030
C 1.430 1.069 -0.791 -0.231
H -1.092 -2.389 0.311 0.142
C -1.017 1.311 -0.145 -0.025
N -3.212 -1.273 1.421 0.101
C 0.162 -0.792 0.324 -0.229
H -2.814 1.521 0.814 0.158
H -0.737 2.331 -0.367 0.113
C -2.081 -0.561 0.921 -0.269
H 1.134 2.933 -0.567 -0.010
C 2.451 0.275 -1.111 -0.077
H -4.038 -0.809 1.765 0.086
O 1.623 2.434 -1.072 0.085
H 3.438 0.760 -1.396 0.142
C 0.156 0.472 -0.335 -0.058
C 2.442 -1.076 -0.710 -0.072
C 1.396 -1.488 0.125 -0.050
H -3.056 -2.154 1.828 0.065
H 1.517 -2.388 0.752 0.109
```

Output
Lowest unoccupied orbital energy   0.39 eV
2S+1   1
SMILES   Nc1ccc2c(O)cccc2c1
Highest occupied orbital energy   -0.2780 Ha
Kohn-Sham gap   7.95 eV
ΔE to the lowest compared entry with this formula, charge and spin   297.02 kJ/mol

3.
C10H9NO2S in the gas phase in a non-equilibrium geometry. Source: the Open Molecules 2025 dataset; level of theory: ωB97M-V/def2-TZVPD.

```
23
Properties=species:S:1:pos:R:3:lowdin_charge:R:1
N -1.257 0.028 1.729 0.117
C -1.671 2.972 -0.341 -0.092
S -0.242 -2.032 -0.889 0.960
C -0.152 0.630 -0.317 -0.180
C 0.038 1.603 -1.397 0.009
H -1.829 0.224 2.472 0.120
H 0.971 -3.040 0.949 0.062
H 3.386 -2.275 -0.098 0.150
O 0.153 -1.391 2.913 0.082
C -1.110 0.932 0.686 -0.215
C 1.155 -3.047 -0.125 -0.364
H 0.715 1.551 -2.289 0.134
H -2.351 3.870 -0.574 0.134
H -2.640 2.235 1.440 0.138
C 0.570 -0.592 -0.307 -0.555
H -0.663 3.446 -2.141 0.077
C -1.811 2.101 0.685 -0.055
C -0.711 2.762 -1.356 -0.104
C -0.205 -0.753 1.975 -0.297
C 2.321 -2.141 -0.507 -0.229
H 2.322 -2.304 -1.650 0.124
O 1.962 -0.726 -0.291 -0.104
H 1.049 -4.056 -0.569 0.088
```

Output
Lowest unoccupied orbital energy (alpha / beta)   0.45 / 0.45 eV
2S+1   1
Highest occupied orbital energy (alpha / beta)   -0.2576 / -0.2466 Ha
Kohn-Sham gap (alpha / beta)   7.46 / 7.16 eV
ΔE to the lowest compared entry with this formula, charge and spin   290.77 kJ/mol

4.
22 unconnected molecules or ions with the total composition C110H110N22 in a non-equilibrium geometry. Source: the Open Molecules 2025 dataset; level of theory: ωB97M-V/def2-TZVPD.

```
242
Properties=species:S:1:pos:R:3:lowdin_charge:R:1
C 19.528 20.135 20.377 -0.152
N 17.959 12.595 11.902 0.063
H 20.718 14.738 16.736 0.096
C 11.260 20.210 18.433 -0.121
H 20.243 17.498 19.194 0.059
C 22.009 13.064 24.167 -0.091
H 9.270 18.256 13.776 0.109
H 14.264 20.698 24.552 0.091
C 15.753 14.672 18.757 -0.054
C 10.279 17.983 15.700 -0.158
H 14.464 15.011 21.758 0.077
N 13.286 17.248 11.428 0.065
H 22.457 7.867 15.467 0.094
H 22.495 16.462 16.404 0.086
C 12.779 14.055 16.280 -0.056
H 17.837 16.061 25.160 0.097
C 16.722 10.005 21.908 -0.107
H 16.814 8.327 23.244 0.087
C 8.927 21.495 18.841 -0.136
H 23.345 13.583 15.160 0.066
N 18.762 19.042 20.632 0.049
C 25.440 10.888 15.064 -0.193
C 12.615 18.561 14.330 -0.063
C 20.828 13.466 24.781 -0.142
C 18.499 11.648 16.328 -0.079
C 20.669 16.527 19.301 -0.171
C 12.554 18.103 15.654 -0.217
H 20.708 7.795 19.148 0.104
H 20.797 20.181 15.699 0.103
H 18.174 16.039 15.265 0.076
C 12.682 14.403 14.950 -0.162
H 20.209 12.884 25.458 0.104
N 14.358 20.360 16.888 0.067
H 13.591 14.774 14.361 0.116
H 14.103 14.362 24.010 0.094
C 10.558 17.277 21.729 -0.047
C 16.810 19.213 12.633 -0.160
H 16.542 9.415 21.070 0.079
C 13.623 14.855 11.300 -0.067
H 16.708 11.899 20.892 0.071
C 15.856 15.350 24.782 -0.078
C 21.918 14.109 19.681 -0.053
C 19.684 9.525 13.473 -0.092
C 15.277 15.973 18.952 -0.090
H 14.773 22.267 20.686 0.117
H 12.324 14.986 19.273 0.097
C 14.057 17.332 10.317 -0.156
C 16.385 12.838 13.666 -0.073
C 22.479 15.183 18.965 -0.172
H 21.128 11.161 13.089 0.115
H 14.195 18.391 9.931 0.123
H 16.479 13.336 17.260 0.068
C 20.403 8.951 20.975 -0.067
C 14.297 20.443 23.530 -0.072
H 15.557 17.088 15.846 0.111
C 17.371 10.847 16.344 -0.090
C 14.062 19.213 22.901 -0.039
C 15.939 11.243 11.919 -0.060
N 16.113 18.171 13.080 0.081
C 16.288 17.027 12.459 -0.190
H 19.998 13.603 20.767 0.108
C 23.586 12.083 16.630 -0.039
C 18.720 16.952 15.406 -0.148
H 9.488 13.097 16.487 0.099
C 17.169 11.669 11.369 -0.171
C 11.765 15.614 19.998 -0.191
H 23.461 15.121 18.527 0.101
H 22.640 15.959 22.567 0.100
C 10.421 13.494 16.116 -0.050
C 15.209 15.382 22.490 -0.170
C 11.527 16.347 22.123 -0.152
C 21.907 9.581 14.293 -0.071
C 11.634 13.561 16.863 -0.060
N 12.130 15.520 21.247 0.037
H 14.808 22.510 23.148 0.113
C 19.062 12.031 17.526 -0.042
H 11.630 11.342 22.741 0.093
H 11.066 20.428 16.361 0.107
N 21.899 16.368 18.847 0.065
H 12.465 15.959 12.783 0.063
C 17.249 16.199 23.039 -0.162
C 17.215 16.822 11.434 -0.075
H 11.782 16.269 23.203 0.112
N 16.378 15.920 22.086 0.071
H 16.344 19.460 18.449 0.063
N 20.636 14.158 14.814 0.079
H 18.124 16.715 22.737 0.072
C 19.661 18.676 16.733 -0.067
C 12.675 12.397 21.128 -0.089
H 17.423 21.797 18.329 0.074
H 13.460 17.801 16.200 0.079
C 14.108 19.149 21.468 -0.140
H 20.479 13.839 12.837 0.096
H 12.328 13.383 21.366 0.065
C 20.933 10.140 13.499 -0.067
H 18.223 20.080 11.425 0.101
H 16.124 9.609 17.505 0.127
C 16.047 21.525 15.450 -0.058
H 13.377 21.464 18.359 0.085
N 19.308 17.529 14.347 0.079
C 19.500 8.398 14.220 -0.151
H 15.186 16.399 8.714 0.098
C 14.351 14.995 10.134 -0.098
C 21.186 14.920 15.763 -0.173
C 18.446 11.598 18.716 -0.170
C 22.688 16.003 14.324 -0.093
N 20.499 7.746 14.901 0.066
H 9.572 13.795 14.194 0.105
C 16.930 10.396 17.555 -0.143
C 12.863 10.105 21.556 -0.159
C 14.130 10.984 19.895 -0.138
H 13.797 18.293 23.439 0.094
N 14.371 20.209 20.698 0.065
C 10.726 16.330 19.495 -0.074
C 12.293 11.333 21.912 -0.043
C 20.980 14.490 13.572 -0.166
C 20.157 18.532 14.462 -0.177
H 15.873 13.974 19.576 0.089
H 17.010 18.049 20.410 0.100
H 16.451 23.561 15.893 0.116
C 17.161 19.796 19.077 -0.079
H 24.119 10.471 17.954 0.075
H 22.479 13.188 19.864 0.071
N 9.657 21.103 19.914 0.051
H 9.385 17.631 16.233 0.106
C 20.811 10.116 21.672 -0.058
C 13.054 16.024 11.880 -0.156
H 14.575 11.750 13.579 0.111
C 11.385 18.713 13.698 -0.077
C 9.374 21.344 17.502 -0.048
C 24.292 10.924 16.989 -0.162
C 20.592 14.334 20.165 -0.076
C 21.675 10.979 21.025 -0.180
H 8.038 22.023 19.029 0.077
N 13.783 9.941 20.639 0.066
H 18.583 16.866 17.564 0.095
C 14.189 21.498 17.595 -0.146
C 16.165 14.318 17.464 -0.127
C 15.546 11.903 13.086 -0.094
C 14.951 14.969 23.793 -0.082
C 14.591 21.367 21.344 -0.155
H 22.283 15.631 12.227 0.117
H 12.201 19.598 18.220 0.107
H 19.645 22.115 19.384 0.123
H 13.703 14.175 16.821 0.075
N 17.451 11.468 24.118 0.059
H 20.751 18.828 13.601 0.106
H 10.033 18.030 22.378 0.118
C 17.275 10.130 24.190 -0.147
H 13.566 18.761 13.858 0.072
C 22.740 13.970 23.427 -0.075
H 9.311 17.881 19.948 0.120
C 10.188 18.371 14.383 -0.083
H 26.057 10.294 14.379 0.109
H 19.664 8.327 21.464 0.100
C 16.899 9.361 23.124 -0.061
C 10.836 20.516 19.717 -0.166
C 21.860 9.634 19.221 -0.153
H 18.536 7.965 14.211 0.087
N 16.160 15.182 16.427 0.070
H 20.214 10.441 22.563 0.114
C 20.318 19.213 15.652 -0.070
H 18.670 17.823 10.170 0.111
H 16.734 21.425 14.660 0.062
C 17.831 20.988 18.873 -0.063
H 15.584 14.936 25.774 0.118
H 20.529 20.084 20.781 0.101
H 17.284 15.768 11.018 0.124
H 8.846 21.703 16.591 0.110
C 20.882 15.492 23.679 -0.151
H 17.650 9.718 25.106 0.095
C 17.906 17.927 10.956 -0.070
N 20.285 14.656 24.530 0.059
H 22.398 9.458 18.275 0.090
C 20.932 8.692 19.715 -0.042
N 25.210 10.333 16.232 0.062
H 13.809 13.014 19.445 0.065
C 14.619 16.257 9.612 -0.086
N 11.501 17.823 16.320 0.062
H 21.972 11.891 21.565 0.083
H 13.775 18.193 21.071 0.087
C 15.823 22.690 16.208 -0.086
H 15.339 10.467 11.386 0.114
H 17.316 13.105 22.917 0.089
N 11.567 14.340 14.245 0.058
H 14.767 16.255 19.861 0.071
C 21.688 8.354 14.915 -0.149
H 10.331 16.302 18.459 0.108
H 13.344 13.915 11.803 0.099
H 20.023 12.631 17.515 0.106
H 18.859 12.012 15.362 0.089
H 22.396 12.089 24.431 0.103
C 22.151 15.901 15.567 -0.086
C 19.004 17.405 16.708 -0.046
H 22.867 10.055 14.447 0.076
C 15.338 16.905 17.956 -0.059
C 10.567 20.632 17.332 -0.108
H 16.093 13.344 14.565 0.074
H 18.850 9.822 12.832 0.093
C 15.791 16.399 16.720 -0.193
H 23.488 16.688 14.115 0.107
H 15.784 16.127 12.842 0.104
H 19.727 19.125 17.748 0.088
C 10.152 17.253 20.335 -0.066
C 17.062 15.918 24.408 -0.055
H 14.661 14.081 9.597 0.112
C 15.223 20.432 15.823 -0.122
H 11.307 19.017 12.618 0.115
H 25.161 12.486 13.653 0.094
C 17.156 12.041 23.007 -0.161
H 15.029 17.967 18.096 0.097
C 14.854 22.700 17.245 -0.062
C 14.658 21.500 22.722 -0.086
N 17.431 10.780 18.763 0.073
H 22.744 12.362 17.216 0.071
H 11.559 13.289 17.906 0.086
H 14.656 23.654 17.690 0.089
C 17.641 18.868 20.002 -0.175
C 24.847 12.037 14.568 -0.071
H 16.672 20.173 13.098 0.073
H 18.924 15.674 20.287 0.092
H 17.502 11.204 10.450 0.098
C 13.504 12.211 20.076 -0.080
C 23.892 12.669 15.370 -0.045
H 14.941 10.854 19.192 0.074
C 22.055 15.324 13.275 -0.062
C 19.038 21.170 19.595 -0.074
C 16.783 11.346 21.819 -0.064
C 22.143 15.219 23.170 -0.065
N 22.217 10.737 19.838 0.059
H 23.669 13.741 22.974 0.097
H 15.395 19.480 15.242 0.085
C 17.718 19.143 11.602 -0.080
H 18.210 13.876 13.485 0.071
H 16.946 10.500 15.454 0.080
H 20.341 16.383 23.427 0.089
C 10.459 13.903 14.804 -0.164
H 18.907 11.767 19.674 0.084
H 11.360 20.218 20.575 0.075
C 19.929 15.535 19.923 -0.057
H 12.575 9.289 22.195 0.098
C 17.603 13.135 13.040 -0.164
```

Output
Lowest unoccupied orbital energy   0.55 eV
2S+1   1
Highest occupied orbital energy   -0.3320 Ha
Kohn-Sham gap   9.58 eV

Number 1: E -34563.644 eV. Number 2: E -14050.620 eV. Number 3: E -26932.939 eV. Number 4: E -148630.240 eV.